No. 1
DFT (ωB97M-V/def2-TZVPD) results for a 9-piece molecular cluster, C36H62O23S4 overall in a non-equilibrium geometry.

Computed properties:
Structure (SMILES) ... C[C@H]1COC(=O)O1.C[C@H]1COC(=O)O1.C[C@H]1COC(=O)O1.C[C@H]1COC(=O)O1.C[C@H]1COC(=O)O1.O=S1(=O)CCCC1.O=S1(=O)CCCC1.O=S1(=O)CCCC1.O=S1(=O)CCCC1
E_tot ... -4731.61278 a.u.
ΔE to the lowest compared entry with this formula, charge and spin ... 38.41 kcal per mole
HOMO ... -9.83 eV
Frontier orbital gap ... 9.4 eV

Geometry as ORCA input:
```
! RIJCOSX wB97M-V def2-TZVPD def2/J DEFGRID3
* xyz 0 1
C -4.49 -3.77 -5.32
C -4.51 -2.60 -4.22
C -5.29 -3.02 -3.05
O -4.50 -2.55 -1.95
C -3.28 -2.20 -2.38
O -2.33 -1.96 -1.63
O -3.17 -2.37 -3.71
H -3.64 -4.48 -5.09
H -4.40 -3.42 -6.23
H -5.39 -4.33 -5.47
H -5.07 -1.88 -4.54
H -5.56 -4.10 -3.14
H -6.08 -2.34 -2.94
C -2.43 2.43 -4.06
C -1.66 3.52 -4.67
C -1.58 4.78 -3.78
O -0.19 4.76 -3.39
C 0.47 3.67 -3.98
O 1.57 3.34 -3.75
O -0.37 3.00 -4.75
H -3.24 2.77 -3.81
H -2.10 1.74 -3.43
H -2.73 1.67 -4.76
H -1.99 3.96 -5.64
H -2.19 4.94 -3.06
H -1.77 5.48 -4.37
C -1.58 -1.25 4.18
C -1.24 0.12 3.55
C -1.52 1.40 4.49
O -0.35 2.12 4.54
C 0.61 1.44 4.17
O 1.74 1.87 4.24
O 0.26 0.23 3.59
H -1.20 -1.92 3.52
H -2.44 -1.34 4.05
H -1.26 -1.44 5.27
H -1.45 0.26 2.60
H -1.84 1.10 5.52
H -2.63 1.77 4.12
C 1.74 -2.77 3.12
C 3.24 -2.41 3.52
C 3.40 -1.55 4.77
O 4.27 -2.28 5.60
C 4.67 -3.45 5.00
O 5.37 -4.25 5.46
O 3.89 -3.63 3.94
H 1.01 -3.14 3.89
H 1.72 -3.20 2.25
H 1.21 -1.97 2.90
H 3.94 -1.94 2.55
H 2.51 -1.55 5.24
H 4.25 -0.79 4.45
C -4.08 0.71 0.48
C -4.67 1.02 -0.86
C -6.25 1.38 -0.94
O -6.29 2.70 -0.97
C -5.08 3.29 -1.09
O -4.80 4.47 -1.12
O -4.11 2.31 -1.06
H -4.31 -0.30 0.82
H -4.54 1.46 1.02
H -3.04 0.70 0.38
H -4.52 0.29 -1.73
H -6.74 1.18 0.04
H -6.84 0.85 -1.79
C -0.33 4.41 0.13
C 0.40 3.85 1.45
C 0.57 4.97 2.51
S 0.96 6.36 1.42
O 2.29 6.77 1.39
O 0.01 7.39 1.78
C 0.57 5.72 -0.13
H -1.43 4.76 0.50
H -0.47 3.89 -0.69
H 1.41 3.67 1.35
H -0.12 2.92 1.73
H 1.58 4.91 3.14
H -0.26 5.27 3.03
H 1.46 5.66 -0.67
H -0.01 6.45 -0.55
C 5.61 2.15 4.19
C 5.03 2.50 2.76
C 5.14 1.17 1.94
S 6.72 0.52 2.36
O 7.67 1.01 1.42
O 6.65 -0.92 2.52
C 6.85 1.29 3.87
H 4.87 1.55 4.65
H 5.93 3.26 4.83
H 5.55 3.39 2.40
H 3.92 3.01 2.93
H 5.11 1.36 1.02
H 4.45 0.52 2.32
H 7.85 1.95 3.79
H 7.17 0.61 4.70
C 1.00 -1.43 -2.16
C 1.79 -0.14 -2.38
C 1.17 0.89 -1.44
S 0.70 0.05 0.03
O -0.64 0.46 0.19
O 1.79 0.31 0.97
C 0.83 -1.58 -0.60
H 1.72 -2.34 -2.41
H 0.04 -1.32 -2.70
H 1.73 0.31 -3.30
H 2.87 -0.31 -2.14
H 0.22 1.20 -1.84
H 1.90 1.82 -1.19
H 0.06 -2.10 -0.07
H 1.87 -1.93 -0.39
C -0.18 -7.32 -3.29
C -0.64 -5.88 -3.71
C 0.14 -4.79 -2.93
S 0.29 -5.61 -1.38
O -0.99 -5.56 -0.69
O 1.52 -5.22 -0.71
C 0.56 -7.24 -1.91
H 0.42 -8.10 -3.94
H -0.94 -7.81 -3.01
H -1.62 -5.62 -3.56
H -0.33 -5.64 -4.68
H -0.40 -3.80 -3.10
H 1.11 -4.78 -3.36
H 0.07 -7.81 -1.10
H 1.67 -7.64 -1.90
*
```

Mulliken atomic charge list, values in e, 6 entries: number 1, C, carries -1.484; number 2, C, carries 0.367; number 3, C, carries -0.667; number 4, O, carries -0.336; number 5, C, carries 0.755; number 6, O, carries -0.415

***

No. 2
DFT (ωB97M-V/def2-TZVPD) results for a 7-piece molecular cluster, C36H64Br3N9OPS overall in a non-equilibrium geometry.

Computed properties:
E_tot ... -10439.14743 a.u.
HOMO ... -11.14 eV
Frontier orbital gap ... 6.5 eV

Geometry as ORCA input:
```
! RIJCOSX wB97M-V def2-TZVPD def2/J DEFGRID3
* xyz 1 1
C -4.72 -1.19 -1.74
C -3.65 -1.82 -2.45
N -2.91 -1.16 -3.59
P -2.06 -2.55 -4.38
S -3.22 -3.07 -5.88
C -1.91 -0.22 -3.04
N -1.76 0.98 -3.58
C -2.50 1.51 -4.75
Br -4.48 1.60 -4.48
C -2.09 0.80 -6.14
C -0.61 1.33 -6.53
N -1.11 -0.65 -1.92
O -1.52 -0.34 -0.67
C -1.61 1.06 -0.35
C -0.21 1.79 -0.08
C 0.83 0.92 0.76
C 0.31 -0.81 -2.16
Br 1.54 0.51 -2.99
C 0.91 -2.04 -1.80
C 2.44 -2.38 -2.05
Br -0.19 -3.48 -0.96
H -5.79 -1.52 -1.87
H -4.51 -0.35 -0.99
H -3.33 -2.86 -2.08
H -1.93 -3.67 -3.52
H -0.82 -2.13 -4.98
H -1.06 1.60 -3.12
H -2.17 2.60 -4.87
H -2.02 -0.32 -6.06
H -2.85 1.06 -6.95
H 0.20 0.57 -6.24
H -0.34 2.28 -5.94
H -0.55 1.60 -7.64
H -2.17 1.12 0.65
H -2.20 1.71 -1.06
H 0.24 2.26 -1.03
H -0.46 2.70 0.58
H 1.44 0.19 0.16
H 1.55 1.66 1.27
H 0.25 0.44 1.62
H 3.11 -1.63 -1.53
H 2.66 -3.47 -1.76
H 2.64 -2.34 -3.18
C 6.86 -0.69 0.96
C 6.21 -1.77 1.83
C 4.71 -1.92 1.56
C 4.00 -0.63 1.85
N 3.45 0.37 2.08
H 6.44 0.30 1.16
H 7.93 -0.64 1.17
H 6.73 -0.91 -0.10
H 6.37 -1.52 2.88
H 6.70 -2.72 1.64
H 4.29 -2.71 2.19
H 4.53 -2.20 0.51
C 3.64 6.21 0.70
C 3.26 4.73 0.81
C 3.88 4.05 2.03
C 5.37 4.11 1.95
N 6.54 4.16 1.89
H 4.72 6.34 0.57
H 3.16 6.66 -0.17
H 3.33 6.76 1.59
H 3.58 4.22 -0.11
H 2.17 4.65 0.86
H 3.57 3.00 2.07
H 3.55 4.54 2.95
C -2.06 2.64 4.68
C -0.63 2.18 4.41
C 0.33 3.34 4.13
C -0.12 4.08 2.91
N -0.47 4.67 1.96
H -2.49 3.14 3.80
H -2.70 1.78 4.90
H -2.10 3.33 5.52
H -0.63 1.48 3.57
H -0.27 1.62 5.29
H 1.34 2.96 3.96
H 0.36 4.02 4.98
C 1.23 -4.77 4.20
C 0.35 -5.48 3.16
C 1.16 -6.28 2.15
C 2.09 -5.38 1.39
N 2.81 -4.67 0.80
H 1.89 -4.04 3.73
H 0.61 -4.24 4.92
H 1.84 -5.49 4.75
H -0.25 -4.73 2.65
H -0.34 -6.15 3.68
H 0.49 -6.78 1.44
H 1.75 -7.05 2.65
C -2.49 7.67 -6.74
C -3.54 6.76 -6.11
C -2.94 5.49 -5.51
C -2.25 4.69 -6.59
N -1.72 4.07 -7.42
H -1.99 7.19 -7.58
H -2.96 8.58 -7.13
H -1.74 7.97 -6.01
H -4.28 6.50 -6.87
H -4.06 7.31 -5.33
H -3.73 4.88 -5.06
H -2.21 5.74 -4.73
C -2.36 -6.59 7.21
C -3.75 -6.52 6.59
C -3.98 -7.59 5.51
C -2.99 -7.42 4.40
N -2.21 -7.28 3.53
H -1.58 -6.41 6.47
H -2.26 -5.83 7.99
H -2.19 -7.57 7.67
H -3.89 -5.53 6.15
H -4.50 -6.64 7.37
H -4.99 -7.51 5.11
H -3.86 -8.59 5.94
*
```

Mulliken atomic charge list, values in e, 6 entries: number 1, C, carries -0.719; number 2, C, carries 0.076; number 3, N, carries 0.303; number 4, P, carries 0.160; number 5, S, carries -0.322; number 6, C, carries -1.747